A 5-piece molecular cluster, C15H25N2O5 overall. Source: the OMol25 dataset; level of theory: wB97M-V/def2-TZVPD.

Last column: natural (NBO) charge in e.
Positions of all 47 atoms, in Å:
1 H -0.4553 -4.2673 -1.3359  0.2223
2 H 7.1746 4.7439 -0.8622  0.2295
3 H -0.8923 -1.5752 3.2354  0.2190
4 C -5.4626 1.1210 -0.5532  0.1302
5 C 2.7626 1.1969 1.3594  -0.7227
6 H 5.7321 1.2371 -1.3129  0.2403
7 O 4.9160 2.9890 0.2694  -0.5492
8 C -4.4962 0.4157 -0.7463  -0.5266
9 C 6.5000 1.9978 -1.1923  -0.7221
10 H 1.2185 3.5683 1.1191  0.2335
11 H -2.1299 -4.8200 -1.5180  0.2230
12 H 3.7447 1.6247 1.5252  0.2461
13 C -2.5062 -3.6603 -4.0820  -0.7216
14 N -8.5083 -0.7104 -0.9302  -0.5201
15 H 2.4682 1.3418 0.3198  0.2324
16 H -3.9757 -3.2264 1.6976  0.2369
17 H 2.8009 0.1290 1.5692  0.2238
18 H 2.5026 3.8546 2.3242  0.2270
19 H 6.4664 4.8888 0.7558  0.2355
20 C 6.9441 4.2049 0.0579  -0.7207
21 C -1.4187 -4.0372 -1.7869  -0.7310
22 H -1.7640 -3.0770 -1.4034  0.2749
23 H -4.0808 -1.9874 2.9580  0.2380
24 O -0.1981 -4.1592 -3.8230  -0.5681
25 C 1.5632 3.3355 2.1273  -0.7201
26 H -0.7632 -0.4372 1.8853  0.2378
27 H -2.0549 -0.2290 3.0763  0.2353
28 C 6.0095 3.0572 -0.2369  0.6025
29 H -2.9206 -3.3363 3.1197  0.2123
30 H 0.8154 3.6737 2.8415  0.2308
31 C -8.1600 0.3545 -1.2000  0.5706
32 H 7.4024 1.5285 -0.7975  0.2283
33 O -2.2513 -1.8841 0.4952  -0.5546
34 N -6.5958 1.7371 -0.3905  -0.4390
35 O -7.4362 1.3566 -1.5529  -0.4188
36 O 1.1341 1.2082 3.0885  -0.5534
37 H -3.2635 -4.4261 -3.9091  0.2269
38 C -1.2652 -3.9720 -3.2826  0.6029
39 C -1.4598 -0.9631 2.5320  -0.7141
40 C 1.7576 1.8467 2.2743  0.6010
41 H 7.8656 3.8301 0.5061  0.2280
42 H 6.7116 2.4423 -2.1659  0.2302
43 H -2.8996 -2.6842 -3.7948  0.2444
44 C -3.4021 -2.6500 2.4197  -0.7193
45 C -2.3588 -1.8370 1.6948  0.6073
46 H -2.2582 -3.6427 -5.1414  0.2233
47 H -3.6743 0.0162 -1.2692  0.2076

Atomic forces in eV per Å
H 0.0 0.0 0.0
H 0.2 -0.1 0.0
H -0.1 0.1 0.1
C -1.2 0.3 -0.3
C -0.3 -0.5 0.3
H 0.0 0.0 0.0
O 0.0 0.2 0.0
C 0.8 -1.0 -0.2
C -0.2 -0.1 0.0
H 0.2 0.1 0.0
H -0.2 0.2 0.0
H 0.0 0.1 -0.2
C 0.2 0.0 -0.2
N -1.3 -0.6 0.3
H 0.2 0.2 0.0
H 0.0 0.0 0.0
H -0.1 0.0 0.0
H 0.0 0.0 -0.2
H 0.0 0.0 0.0
C -0.2 0.1 0.2
C 0.3 0.0 -0.1
H -0.2 -0.1 0.1
H 0.1 0.0 0.1
O 0.1 0.0 -0.1
C -0.2 0.0 0.2
H 0.0 0.0 0.0
H 0.0 -0.1 0.1
C 0.1 0.0 0.0
H 0.0 0.1 0.1
H 0.0 0.0 0.0
C 2.0 0.1 -0.5
H 0.1 0.1 -0.1
O 0.2 -0.1 -0.2
N 0.6 1.3 1.5
O -1.6 -0.2 -0.8
O -0.1 -0.1 0.2
H -0.1 0.1 0.1
C 0.0 -0.1 0.1
C 0.0 0.0 -0.3
C 0.0 0.0 -0.1
H 0.1 0.0 -0.2
H 0.2 0.0 0.0
H -0.2 -0.1 0.1
C -0.1 -0.1 -0.2
C -0.1 0.1 0.1
H 0.0 0.0 0.0
H 0.6 0.0 0.1

Output
LUMO	1.806	eV
total charge	-1
E_tot	-29174.0196	eV
largest force on an atom	2.08	eV/A


C42H36BeN2O2S3 as an isolated structure. Source: the OMol25 dataset; level of theory: wB97M-V/def2-TZVPD.

Last column: Löwdin charge in e.
Positions of all 86 atoms, in Å:
1 O -1.6972 0.0714 -0.5042  -0.4863
2 S -0.9788 -0.7226 0.6426  1.1840
3 Be -0.8441 0.8109 -1.5931  -0.0545
4 C 1.0448 -2.4076 -4.9836  -0.0075
5 C -3.0002 -2.6386 3.4678  -0.0094
6 C 3.6718 3.5207 1.6444  -0.0307
7 C 2.8355 -0.9463 1.8179  -0.1020
8 S -1.5932 0.4365 -3.5563  0.9527
9 H 4.9969 -2.7119 4.5172  0.1193
10 C 0.9566 3.0769 2.1320  -0.1590
11 H -2.7201 -1.4416 -2.5455  0.0583
12 C 4.6845 -2.4188 2.4356  -0.0069
13 C -3.5593 -0.6335 1.6173  -0.0643
14 S 1.3113 0.0327 -1.8219  0.9773
15 C 0.4494 4.5234 -0.7346  0.0043
16 C 0.5472 -4.8503 -5.3151  -0.0261
17 C 3.3297 -1.3909 4.1404  -0.0397
18 H 3.6330 -1.5537 -1.9502  0.1313
19 C -0.4282 2.8499 2.3559  0.0073
20 C -3.1793 1.3097 -3.5421  -0.3068
21 H -1.3737 -1.9386 -3.6135  0.0193
22 H -2.9981 2.3652 -3.7317  0.0570
23 C 2.8802 4.5312 2.2280  -0.0396
24 C 0.5903 -3.7515 -3.0472  -0.0154
25 C -4.2771 -2.0752 3.4267  -0.2361
26 C 4.2052 -1.9666 0.0579  0.0190
27 H 1.3503 2.6954 -1.4302  0.1018
28 H -2.7847 -3.4200 4.1852  0.1294
29 H 4.7199 3.7077 1.4532  0.1204
30 H 1.5223 -5.2735 -5.5638  0.1001
31 C 3.4229 -1.4029 -0.8995  -0.0419
32 C 0.7860 -2.6542 -2.2265  -0.0724
33 H 0.3494 -4.7108 -2.6065  0.1272
34 C 1.5519 4.3146 2.4651  -0.0222
35 H -2.9020 -1.3841 -4.3223  0.0662
36 N -4.2309 5.4209 0.0516  0.2083
37 C 2.5696 -0.7592 3.1979  -0.0032
38 H -1.0267 -2.6801 2.6271  0.1193
39 H -4.9490 -2.7844 5.3386  0.0910
40 H 1.3912 5.0489 -0.6686  0.1330
41 H -0.0360 -5.6267 -4.8235  0.0856
42 C -1.9235 4.4141 -0.5245  -0.1745
43 C 2.0542 -0.3114 0.8044  -0.1585
44 C 1.1479 0.7950 1.2394  -0.1614
45 H 0.9377 5.0856 2.9139  0.1260
46 H -2.0670 1.5078 2.1505  0.1190
47 N -0.6998 2.4960 -1.2478  0.0403
48 C -4.5389 -1.0750 2.4893  -0.0054
49 H 5.0606 -2.5686 -0.2209  0.1318
50 C -0.2035 0.6576 1.4348  -0.3063
51 H -5.5270 -0.6351 2.4444  0.1273
52 C -2.0102 -2.2247 2.5962  -0.0602
53 C 1.7560 2.0513 1.5675  -0.1106
54 C 2.3231 -0.5991 -0.5111  -0.2963
55 C -0.7428 5.1493 -0.4248  0.0452
56 H 3.1145 -1.2489 5.1909  0.1172
57 H -3.7761 0.9079 -4.3580  0.0615
58 C -3.2032 4.9759 -0.1990  -0.1545
59 C -2.2124 -1.2595 -3.4902  -0.2812
60 C 1.2427 -1.2941 -4.1810  -0.0735
61 H -5.7950 -3.4802 3.9622  0.1000
62 H -2.7552 2.4933 -0.9763  0.1257
63 O 2.0400 1.0336 -2.6236  -0.4103
64 C 3.9100 -1.7884 1.4355  -0.1347
65 H 1.5195 -0.3376 -4.6056  0.1209
66 C 1.1065 -1.4321 -2.8074  -0.4087
67 H 1.1587 -2.3136 -6.0564  0.1314
68 C 0.4393 3.2027 -1.1433  -0.0463
69 C 4.3998 -2.2264 3.7572  -0.0376
70 H 0.7118 -2.7546 -1.1499  0.1148
71 H -3.7083 1.1622 -2.6028  0.0510
72 H -3.7730 0.1366 0.8886  0.1122
73 C -1.0087 1.6745 1.9995  -0.0394
74 H -6.1480 -1.8272 4.4587  0.0868
75 H 0.0581 -4.5870 -6.2520  0.0898
76 C 0.7182 -3.6475 -4.4346  -0.2482
77 H 1.7563 -0.1157 3.5083  0.1208
78 H 5.5066 -3.0556 2.1351  0.1252
79 H 3.3315 5.4785 2.4909  0.1204
80 H -0.7710 6.1835 -0.1085  0.1444
81 H -1.0201 3.6344 2.8118  0.1340
82 C -5.3521 -2.5615 4.3518  -0.0262
83 C -1.8574 3.0944 -0.9315  -0.0428
84 C -2.3001 -1.2115 1.6882  -0.3978
85 H 3.7505 1.5415 0.8818  0.1283
86 C 3.1287 2.3074 1.3258  0.0125

Atomic forces in eV per Å
O -0.1 -0.5 -0.3
S -0.1 0.3 0.2
Be 0.2 0.1 0.2
C 0.0 0.0 0.0
C 0.0 0.0 0.0
C 0.0 0.0 0.0
C 0.0 0.0 0.0
S -0.1 0.0 -0.1
H 0.0 0.0 0.0
C 0.0 -0.1 0.1
H 0.0 0.0 0.0
C 0.0 0.0 0.0
C 0.0 0.0 0.0
S -0.1 0.1 -0.2
C 0.0 0.1 -0.1
C 0.0 0.0 0.0
C 0.0 0.0 0.0
H 0.0 0.0 0.0
C 0.0 0.0 0.0
C 0.0 0.0 0.0
H 0.0 0.0 0.0
H 0.0 0.0 0.1
C 0.0 0.0 0.0
C 0.0 0.0 0.0
C 0.0 0.0 0.0
C 0.0 0.0 0.0
H 0.0 0.0 0.0
H 0.0 0.0 0.0
H 0.0 0.0 0.0
H 0.0 0.0 0.0
C 0.0 -0.1 0.0
C -0.1 0.0 0.0
H 0.0 0.0 0.0
C 0.0 0.0 0.0
H 0.0 0.0 0.0
N 0.0 0.0 0.0
C 0.0 0.0 0.0
H 0.0 0.0 0.0
H 0.0 0.0 0.0
H 0.0 0.0 0.0
H 0.0 0.0 0.0
C 0.0 -0.1 0.0
C 0.1 0.2 0.0
C 0.0 0.0 0.1
H 0.0 0.0 0.0
H 0.0 0.0 0.0
N -0.1 0.0 0.1
C 0.0 0.0 0.0
H 0.0 0.0 0.0
C 0.0 -0.1 0.1
H 0.0 0.0 0.0
C 0.0 0.0 0.0
C -0.1 0.0 0.1
C 0.0 -0.1 0.0
C 0.0 0.0 0.0
H 0.0 0.0 0.0
H 0.0 0.0 0.0
C 0.0 0.1 0.0
C -0.1 0.0 0.0
C 0.0 0.0 0.0
H 0.0 0.0 0.0
H 0.0 0.0 0.0
O 0.0 0.1 0.0
C 0.0 0.0 -0.1
H 0.0 0.0 0.0
C 0.1 -0.1 0.1
H 0.0 0.0 0.0
C 0.0 0.0 -0.2
C 0.0 0.0 0.0
H 0.0 0.0 0.0
H 0.0 0.0 0.0
H 0.0 0.0 0.0
C 0.0 0.0 0.0
H 0.0 0.0 0.0
H 0.0 0.0 0.0
C 0.0 0.0 0.0
H 0.0 0.0 0.0
H 0.0 0.0 0.0
H 0.0 0.0 0.0
H 0.0 0.0 0.0
H 0.0 0.0 0.0
C 0.0 0.0 0.0
C 0.0 0.0 0.1
C 0.0 0.0 0.0
H 0.0 0.0 0.0
C 0.0 0.0 0.0

Output
LUMO	-5.633	eV
energy relative to the best compared isomer or geometry (same formula, charge and spin)	0.00	kcal/mol
total charge	+2
E_tot	-84110.2576	eV
largest force on an atom	0.60	eV/A


One molecule with the formula C6H12. Source: the OMol25 dataset; level of theory: wB97M-V/def2-TZVPD.

Last column: natural (NBO) charge in e.
Positions of all 18 atoms, in Å:
1 C 1.8387 -1.0144 -0.8873  -0.6030
2 H -0.5579 -0.2150 -1.2572  0.2008
3 H 2.8660 -1.1549 -0.5409  0.2121
4 C -0.8416 0.8348 1.3240  0.1956
5 H 1.8202 -0.1433 -1.5549  0.1997
6 H 1.5407 -1.8898 -1.4753  0.2011
7 H 1.1640 0.1201 0.7901  0.2194
8 H -0.8365 -1.8032 -0.5527  0.2198
9 C -0.5690 -0.7698 -0.3109  -0.3793
10 H -2.4439 0.3121 -0.0650  0.2017
11 H -2.1536 -0.8900 1.2287  0.2085
12 H 0.9489 -1.5847 1.0198  0.2078
13 H 0.5075 2.3467 0.5888  0.2378
14 H -1.1424 2.7865 0.9646  0.2729
15 C -0.5314 2.0134 0.4742  -0.7935
16 H -0.8022 1.9869 -0.5972  0.1777
17 C 0.8696 -0.7952 0.2637  -0.4088
18 C -1.6771 -0.1400 0.5876  -0.5702

Atomic forces in eV per Å
C 0.1 -0.1 -0.1
H 0.1 -0.1 0.2
H -0.1 0.0 -0.1
C -0.3 0.2 -0.2
H 0.0 -0.2 0.1
H 0.1 0.1 0.0
H -0.2 -0.1 -0.1
H -0.1 0.1 0.0
C 0.2 0.0 -0.1
H 0.2 -0.1 0.1
H 0.2 0.1 -0.1
H 0.0 0.0 -0.2
H -0.2 0.0 0.1
H 0.0 0.1 0.0
C 0.0 0.0 0.0
H 0.0 -0.1 0.2
C 0.0 -0.1 0.0
C 0.0 0.0 0.2

Output
LUMO	0.602	eV
energy relative to the best compared isomer or geometry (same formula, charge and spin)	93.29	kcal/mol
E_tot	-6412.8953	eV
largest force on an atom	0.41	eV/A


One molecule with the formula C6H12O. Source: the OMol25 dataset; level of theory: wB97M-V/def2-TZVPD.

Last column: natural (NBO) charge in e.
Positions of all 19 atoms, in Å:
1 H 2.0671 0.3416 0.9559  0.2210
2 H 0.3014 -1.2616 -1.9746  0.2153
3 H -1.2988 -0.5918 1.6219  0.4703
4 C -0.5488 0.6633 0.7996  0.2096
5 C -0.0275 -1.6406 0.7698  -0.0555
6 H -0.2980 0.4056 -2.0327  0.2020
7 C 1.6826 0.1407 -0.0503  -0.5990
8 C -0.9432 1.9597 0.2584  -0.7965
9 H 0.7007 -1.7460 1.5914  0.1594
10 C 0.2152 -0.3284 -0.0232  -0.2644
11 H 0.0505 -2.5275 0.1298  0.1777
12 H -0.2982 2.6438 0.8361  0.2857
13 H -1.9550 2.2108 0.6056  0.2652
14 H -0.8361 2.1594 -0.8149  0.1922
15 O -1.3439 -1.5383 1.2637  -0.7390
16 H 2.3061 -0.6435 -0.4955  0.2261
17 H 1.8010 1.0456 -0.6580  0.2118
18 H -1.3421 -0.9022 -1.4133  0.2269
19 C -0.3161 -0.5216 -1.4505  -0.6087

Atomic forces in eV per Å
H -0.1 0.0 -0.1
H -0.1 0.1 0.1
H -0.3 -0.7 0.1
C 0.3 0.4 -0.2
C 0.3 -0.1 -0.1
H 0.0 -0.1 0.1
C 0.1 0.1 0.0
C 0.1 0.0 -0.2
H -0.1 0.1 -0.1
C -0.1 0.0 0.1
H 0.0 0.2 0.1
H -0.1 0.1 -0.1
H 0.2 0.0 0.0
H 0.0 0.0 0.1
O 0.0 0.0 0.3
H -0.1 0.1 0.1
H -0.1 -0.1 0.1
H 0.1 0.1 -0.1
C -0.1 0.0 -0.1

Output
LUMO	-0.129	eV
energy relative to the best compared isomer or geometry (same formula, charge and spin)	93.23	kcal/mol
E_tot	-8460.3110	eV
largest force on an atom	0.74	eV/A


- What is the formula in the fourth record?
  C6H12O